No. 1
{"formula": "C28H42As2Ca2F15O20", "method": "ωB97M-V with the def2-TZVPD basis set", "total_charge": 1, "lumo_energy_ev": -3.85, "gap_ev": 8.15, "e_tot_ev": -269993.998, "elements": ["Ca", "Ca", "As", "F", "F", "F", "F", "F", "F", "As", "F", "F", "F", "F", "F", "F", "C", "O", "O", "C", "F", "F", "F", "C", "C", "H", "H", "H", "H", "H", "H", "C", "C", "C", "O", "C", "O", "O", "H", "H", "H", "H", "H", "H", "C", "C", "C", "O", "C", "O", "O", "H", "H", "H", "H", "H", "H", "C", "C", "C", "O", "C", "O", "O", "H", "H", "H", "H", "H", "H", "C", "C", "C", "O", "C", "O", "O", "H", "H", "H", "H", "H", "H", "C", "C", "C", "O", "C", "O", "O", "H", "H", "H", "H", "H", "H", "C", "C", "C", "O", "C", "O", "O", "H", "H", "H", "H", "H", "H"], "coordinates": [[-2.8583, -2.8031, -0.9866], [-3.9026, 1.5040, -1.3091], [-4.8942, -0.7060, 1.7891], [-4.9606, 0.4422, 0.4019], [-5.8416, 0.3263, 2.7561], [-4.7266, -1.8442, 3.0285], [-3.8956, -1.7029, 0.7347], [-3.4940, 0.1063, 2.3547], [-6.3311, -1.3656, 1.1533], [-0.3650, 0.0071, 0.1297], [-1.9056, 0.8328, -0.1707], [-0.6156, -0.0414, 1.8143], [1.1476, -0.7484, 0.4029], [-0.0852, 0.1363, -1.5596], [0.3205, 1.5948, 0.2807], [-1.1683, -1.5313, -0.0180], [-3.2733, -1.0820, -3.3930], [-2.8509, -2.4391, -3.4765], [-3.2318, -0.7046, -2.1101], [-2.4748, -0.2603, -4.4144], [-2.1354, 0.9808, -3.9615], [-1.2899, -0.7807, -4.7299], [-3.1761, -0.0138, -5.4953], [-3.2489, -3.1739, -4.6295], [-2.7865, -4.6079, -4.4981], [-3.1141, -5.1595, -5.3752], [-1.7133, -4.6096, -4.3161], [-3.2508, -5.0743, -3.6253], [-3.0746, -2.6598, -5.5802], [-4.3545, -3.1739, -4.6876], [-4.3065, -1.0578, -3.7869], [3.3391, -2.2965, -3.4916], [1.8478, -2.3169, -3.7663], [1.3475, -3.5734, -4.5417], [0.4832, -4.2081, -3.5181], [0.2319, -3.3245, -2.5607], [-0.6971, -3.3938, -1.7965], [1.2163, -2.4286, -2.4763], [3.7557, -1.2918, -3.4878], [3.8910, -2.8330, -4.2739], [3.6524, -2.8440, -2.6033], [1.5783, -1.4310, -4.3363], [2.1113, -4.3264, -4.6763], [0.6294, -3.2685, -5.2932], [5.3353, 0.2639, 0.0086], [4.1381, 1.1688, -0.1116], [3.5082, 1.5782, 1.2153], [3.6033, 2.9975, 1.2253], [4.4170, 3.4201, 0.2393], [4.8536, 4.5142, 0.1330], [4.6205, 2.4312, -0.6635], [5.0021, -0.7320, 0.3311], [6.0164, 0.5782, 0.7983], [5.8260, 0.1245, -0.9509], [3.4141, 0.8169, -0.8455], [3.8730, 1.0005, 2.0685], [2.4428, 1.3546, 1.2386], [0.6150, -1.1233, 4.3966], [-0.2701, -0.0245, 4.9383], [-1.7912, -0.2360, 4.9522], [-1.9955, -0.4906, 6.3603], [-0.9426, -0.0941, 7.0936], [-0.9062, -0.0591, 8.2759], [0.0845, 0.2935, 6.2829], [0.5168, -1.3522, 3.3388], [0.5582, -2.0197, 5.0191], [1.6378, -0.7398, 4.4879], [-0.0427, 0.9038, 4.4130], [-2.0590, -1.1081, 4.3692], [-2.2865, 0.6945, 4.6984], [-0.1061, 4.2442, -4.2621], [0.2825, 3.8568, -2.8472], [0.3114, 5.0729, -1.8803], [-0.8360, 4.9454, -1.0532], [-1.3884, 3.7716, -1.3228], [-2.3875, 3.3641, -0.7579], [-0.7201, 3.0645, -2.2059], [0.4683, 5.1464, -4.4846], [-1.1640, 4.4723, -4.3749], [0.2233, 3.4992, -4.9841], [1.2748, 3.4201, -2.8960], [0.3568, 6.0355, -2.3808], [1.2826, 4.9656, -1.3902], [0.5371, 3.3454, 3.4142], [0.9315, 4.7977, 3.2026], [1.1416, 5.2000, 1.7455], [0.3520, 6.3578, 1.5271], [-0.3008, 6.6726, 2.6620], [-0.9696, 7.6178, 2.8516], [0.0008, 5.7800, 3.6568], [1.0014, 2.6983, 2.6715], [-0.5498, 3.3050, 3.3325], [0.9185, 3.0428, 4.3881], [1.8732, 5.0266, 3.7087], [0.7752, 4.4194, 1.0640], [2.1761, 5.3708, 1.4473], [2.1418, -3.7709, 1.5567], [0.9896, -4.7398, 1.7137], [0.3298, -4.8017, 3.1214], [-1.0026, -4.4400, 2.8691], [-1.2016, -4.1476, 1.5968], [-2.2340, -3.7006, 1.1739], [-0.1194, -4.4137, 0.8685], [2.0179, -2.9068, 2.2029], [2.1761, -3.5150, 0.4938], [3.1036, -4.2590, 1.7127], [1.3030, -5.7333, 1.3968], [0.9033, -4.2274, 3.8435], [0.4094, -5.8517, 3.4053]], "forces_ev_per_a": [[0.9, 0.7, 0.3], [1.7, -1.0, 1.0], [-0.4, 0.5, 2.0], [0.2, 0.8, -0.8], [-0.2, 0.4, -0.1], [-0.1, -0.7, 0.0], [-0.1, -0.2, -0.6], [0.4, 0.1, -0.6], [0.1, -0.6, -0.5], [0.6, 1.4, 0.0], [-0.7, -0.3, 0.2], [-0.6, 0.1, 0.3], [0.4, -0.3, -0.3], [0.0, -0.6, -0.3], [0.2, 0.1, 0.2], [-0.1, 0.1, -0.1], [-1.4, -0.6, -0.2], [0.4, -0.2, 0.3], [-0.1, 0.8, 0.2], [1.6, 1.5, 0.9], [-0.6, 0.3, 0.9], [0.1, -0.8, -0.4], [-0.6, -0.5, -1.2], [-2.1, -0.2, -0.4], [0.2, 0.7, 0.2], [0.4, -0.2, -0.1], [0.0, -0.4, -0.4], [-0.1, 0.0, 0.0], [1.2, -0.1, 0.2], [0.0, -0.1, 0.5], [-0.1, 0.0, -0.2], [1.0, -0.4, -0.9], [1.5, -1.0, 0.0], [-0.9, 0.1, 2.6], [-0.5, 0.2, -0.6], [0.6, -0.3, 0.5], [-0.1, -0.3, -0.2], [-1.2, 0.8, -0.5], [-0.1, 0.0, 0.3], [-0.2, 0.2, -0.2], [-0.5, 0.2, 0.3], [-0.5, 0.2, 0.5], [0.1, 0.2, -1.0], [0.6, -0.4, -0.8], [-0.5, -1.1, 0.4], [0.7, 0.6, -0.6], [-1.7, -0.7, -0.5], [0.6, -0.1, 1.0], [0.1, -0.4, -0.7], [-0.1, 0.5, 0.1], [-0.2, 0.0, 0.7], [-0.1, 0.1, -0.1], [0.2, 0.4, -0.3], [0.2, 0.2, 0.0], [-0.1, -0.3, 0.2], [0.8, 0.8, 0.2], [-0.1, 0.0, -0.3], [0.9, 0.0, 0.6], [0.3, 1.2, -1.2], [1.5, 0.0, 1.2], [-0.6, -0.3, -0.2], [0.3, 0.3, -0.2], [0.0, -0.1, 0.2], [-0.6, -0.7, 0.3], [-0.6, 0.0, 0.0], [-0.1, -0.1, -0.1], [0.0, -0.2, 0.1], [-0.1, -0.2, -0.4], [-0.5, 0.1, 0.0], [-0.4, -0.2, -0.3], [0.4, 0.0, 0.0], [-0.5, 1.9, -0.4], [1.8, -0.3, -0.9], [0.0, -0.4, -0.2], [0.2, 0.1, 0.9], [-0.7, -0.1, -0.7], [-0.1, -1.0, -0.5], [-0.1, 0.0, -0.2], [0.0, 0.0, 0.0], [-0.3, -0.1, 0.0], [-0.2, -0.7, 0.5], [-0.5, 0.1, 0.0], [-0.5, 0.3, 1.1], [0.0, 0.8, 0.3], [1.4, 0.7, -0.4], [-0.2, -1.0, -1.2], [0.0, 0.2, 0.1], [1.0, -0.7, 1.0], [-0.9, 0.8, -0.3], [-0.5, -0.4, -0.3], [-0.1, 0.1, -0.2], [0.0, -0.4, 0.1], [-0.5, -0.2, 0.1], [-0.1, -0.2, 0.3], [-0.1, 0.0, 0.1], [0.0, 0.3, 0.3], [-0.2, -0.3, -0.8], [0.5, -0.5, 0.5], [1.7, -1.6, -1.3], [-0.8, 0.6, 1.0], [1.0, -0.2, 0.2], [-0.5, -0.4, -0.7], [-0.5, 0.6, -0.4], [0.1, 0.2, -0.2], [-0.1, 0.5, 0.2], [-0.1, -0.1, 0.5], [0.0, 0.0, 0.0], [-0.7, 0.6, 0.1], [-0.6, 0.1, 0.5]]}

---

No. 2
{"formula": "C28H42BN8O2S3Zr", "method": "ωB97M-V with the def2-TZVPD basis set", "total_charge": 3, "lumo_energy_ev": -9.77, "gap_ev": 7.86, "e_tot_ev": -80175.313, "elements": ["Zr", "C", "C", "C", "C", "N", "N", "B", "N", "N", "C", "C", "C", "C", "C", "S", "C", "C", "C", "C", "N", "N", "C", "C", "C", "C", "C", "S", "C", "C", "C", "C", "C", "S", "C", "C", "C", "C", "H", "H", "H", "H", "H", "H", "H", "H", "H", "H", "H", "H", "H", "H", "H", "H", "H", "H", "H", "H", "H", "H", "H", "H", "H", "H", "H", "H", "H", "H", "H", "H", "H", "H", "H", "H", "H", "H", "H", "N", "N", "C", "O", "O", "H", "H", "H"], "coordinates": [[0.3277, 0.4746, 0.9052], [3.7937, 2.1884, -2.9677], [2.9488, 0.9894, -3.2799], [2.8704, 0.4593, -4.5454], [2.0660, -0.6608, -4.8242], [1.3949, -1.2462, -3.8527], [1.4943, -0.7481, -2.6295], [0.6948, -1.5566, -1.6068], [-0.2447, -2.6573, -2.1356], [-0.0074, -3.8287, -2.6896], [-1.0936, -4.5249, -2.9947], [-2.3939, -4.0174, -2.7193], [-2.6166, -2.7995, -2.1171], [-3.9602, -2.2168, -1.8042], [-1.4262, -2.1463, -1.8351], [-0.9989, -0.5393, -1.2376], [-0.9222, -5.8701, -3.6723], [-1.6437, -6.9404, -2.8355], [0.5549, -6.2361, -3.8107], [-1.5638, -5.7718, -5.0703], [1.6563, -2.1940, -0.5368], [2.6695, -2.6526, -1.2709], [3.5948, -3.4065, -0.7183], [3.5109, -3.7145, 0.6508], [2.4804, -3.2377, 1.4184], [2.3704, -3.5670, 2.8775], [1.5125, -2.4392, 0.7676], [0.1465, -1.8344, 1.7151], [4.6771, -3.9131, -1.6583], [5.7704, -4.6614, -0.8967], [5.2874, -2.7139, -2.3985], [4.0014, -4.8596, -2.6692], [2.1902, 0.3372, -2.2921], [2.2295, 0.9514, -0.6338], [1.9184, -1.2918, -6.2000], [2.4690, -2.7261, -6.1177], [2.6844, -0.5006, -7.2597], [0.4259, -1.3295, -6.5662], [4.3150, 2.5317, -3.8580], [3.1834, 3.0097, -2.5884], [4.5361, 1.9518, -2.2028], [3.4369, 0.9196, -5.3432], [-3.2512, -4.6210, -2.9919], [-4.7577, -2.8635, -2.1602], [-4.0825, -2.0811, -0.7274], [-4.0738, -1.2377, -2.2756], [-1.2292, -7.0057, -1.8267], [-2.7183, -6.7612, -2.7602], [-1.5126, -7.9108, -3.3144], [1.0364, -6.3356, -2.8343], [0.6309, -7.1936, -4.3259], [1.1059, -5.4921, -4.3901], [-2.6408, -5.5950, -5.0198], [-1.1067, -4.9759, -5.6638], [-1.4126, -6.7140, -5.5977], [4.2695, -4.3359, 1.1081], [3.2503, -4.1099, 3.2155], [2.2611, -2.6676, 3.4834], [1.4923, -4.1894, 3.0660], [6.2601, -4.0311, -0.1489], [5.3911, -5.5639, -0.4107], [6.5372, -4.9796, -1.6031], [5.7639, -2.0160, -1.7040], [6.0521, -3.0720, -3.0883], [4.5288, -2.1805, -2.9765], [3.5608, -5.7256, -2.1676], [3.2174, -4.3441, -3.2300], [4.7511, -5.2272, -3.3715], [3.5319, -2.7309, -5.8599], [1.9248, -3.3115, -5.3728], [2.3587, -3.2096, -7.0888], [3.7624, -0.5006, -7.0764], [2.5253, -0.9675, -8.2318], [2.3344, 0.5325, -7.3369], [-0.1513, -1.8728, -5.8156], [0.0138, -0.3223, -6.6662], [0.3057, -1.8361, -7.5242], [0.8048, 2.2013, 2.3343], [-0.3490, 1.6389, 2.9983], [-1.5737, 1.6822, 2.2378], [-2.6334, 1.6998, 2.7414], [-1.2557, 1.5239, 0.9239], [1.5671, 2.2540, 3.0076], [0.6260, 3.1519, 2.0080], [-0.4797, 1.9055, 3.9712]], "forces_ev_per_a": [[1.0, -1.6, -0.4], [0.0, -0.1, 0.0], [0.2, 0.2, 0.0], [0.0, 0.0, -0.1], [0.0, 0.0, -0.1], [0.1, 0.0, 0.0], [-0.2, -0.1, 0.2], [0.1, -0.1, 0.0], [0.1, 0.1, 0.0], [-0.1, 0.0, 0.1], [0.0, -0.1, 0.0], [-0.1, -0.1, 0.0], [-0.3, 0.0, 0.0], [0.1, 0.0, 0.0], [0.2, 0.0, 0.2], [0.2, 0.4, -0.3], [0.0, 0.0, 0.0], [0.0, 0.0, 0.0], [0.0, 0.0, 0.0], [0.0, 0.0, 0.0], [-0.1, 0.1, -0.3], [0.0, 0.0, 0.0], [0.0, -0.1, -0.1], [0.1, -0.1, 0.0], [0.0, -0.1, 0.3], [0.0, 0.0, -0.1], [0.0, 0.0, 0.2], [0.1, 0.1, 0.1], [-0.1, 0.0, 0.0], [0.0, 0.0, 0.0], [0.0, 0.0, 0.0], [0.0, 0.0, 0.0], [0.0, 0.0, 0.1], [-0.1, 0.1, -0.2], [0.0, 0.0, 0.0], [0.0, 0.0, 0.0], [0.0, 0.0, 0.0], [0.0, 0.0, 0.0], [0.0, 0.0, 0.0], [0.0, 0.0, 0.0], [0.0, 0.0, 0.0], [0.0, 0.0, 0.0], [0.0, 0.0, 0.0], [0.0, 0.0, 0.0], [0.0, 0.0, 0.0], [0.0, 0.0, 0.0], [0.0, 0.0, 0.0], [0.0, 0.0, 0.0], [0.0, 0.0, 0.0], [0.0, 0.0, -0.1], [0.0, 0.0, 0.0], [0.0, 0.0, 0.0], [0.0, 0.0, 0.0], [0.0, 0.0, 0.0], [0.0, 0.0, 0.0], [0.0, 0.0, 0.0], [0.0, 0.0, 0.0], [0.0, 0.0, 0.0], [0.0, 0.0, 0.0], [0.0, 0.0, 0.0], [0.0, 0.0, 0.0], [0.0, 0.0, 0.0], [0.0, 0.0, 0.0], [0.0, 0.0, 0.0], [0.0, 0.0, 0.0], [0.0, 0.0, 0.0], [0.0, 0.0, 0.0], [0.0, 0.0, 0.0], [0.0, 0.0, 0.0], [0.0, 0.0, 0.0], [0.0, 0.0, 0.0], [-0.1, 0.0, 0.0], [0.0, 0.0, 0.0], [0.0, -0.1, 0.0], [0.0, 0.0, 0.0], [0.0, 0.0, 0.0], [0.0, 0.0, 0.0], [-0.2, 0.3, 0.1], [0.0, 0.0, -0.4], [-0.2, 0.2, 0.2], [-0.1, 0.1, -0.1], [-1.2, 0.8, 0.4], [0.1, -0.2, 0.0], [0.0, 0.1, 0.0], [0.1, -0.1, 0.1]]}